Density functional theory data (ωB97M-V/def2-TZVPD) for 9 unconnected molecules or ions with the total composition C34H68BN4O27.

Values from the calculation:
HOMO: -0.43165 hartree
molar mass: 975.73 g mol⁻¹
HOMO-LUMO gap: 0.2996 Eh

```
! wB97M-V def2-TZVPD RIJCOSX def2/J DEFGRID3
* xyz 1 1
H 8.61 -4.35 -0.52
O -3.99 -13.03 -1.38
B 6.24 7.60 -4.20
H -2.73 1.31 -0.17
O -2.86 -11.17 -1.38
O -1.86 6.45 5.19
H -1.74 -3.08 -0.35
C 7.36 5.56 0.18
H -5.57 -13.63 -2.60
O -11.36 -3.17 -1.41
H 5.87 1.98 -3.83
O 2.35 2.66 4.53
H -5.77 -2.50 -0.03
O -3.48 2.48 1.38
H 8.78 -3.06 0.72
C 5.82 5.21 -1.99
O -5.31 2.25 2.55
H -5.66 5.11 3.89
H 5.84 4.29 4.28
H 0.78 1.72 5.46
H 6.56 7.41 0.59
H 5.65 6.36 -7.01
H 2.32 -2.55 -2.95
O -4.80 -5.92 -1.54
H -0.77 -3.08 1.16
H -3.05 -9.49 -2.59
H 4.92 3.50 -6.71
C -4.32 1.58 1.92
O -1.98 5.23 3.26
H 4.02 -3.29 1.59
H -5.98 -13.38 -0.86
O -5.07 -11.09 -1.91
H 8.15 4.97 -1.84
O 4.48 2.17 5.17
O 7.60 -4.68 1.27
C -10.61 -2.87 -0.33
H -7.02 2.07 3.64
C 7.29 5.64 -1.45
H 7.67 8.97 -3.98
C 3.69 2.77 4.48
H 2.55 4.54 -0.44
H 2.23 2.79 -3.78
C 6.40 -4.19 0.91
H -12.09 -2.47 -3.18
C 5.19 4.20 -5.84
O 5.46 -4.79 1.67
O 7.43 4.48 0.86
H 5.53 4.63 2.57
C -6.28 1.42 3.17
C 1.95 2.57 -1.56
H 2.47 1.60 -1.15
H 3.28 -1.14 -2.50
H 0.87 2.35 -1.90
C 4.88 2.58 -3.98
N 5.13 8.44 -3.57
H -9.87 -4.69 2.24
H -10.49 -1.85 -2.76
O 0.84 -3.50 -0.93
C -4.79 -2.90 0.23
H -3.46 -9.25 -0.86
O 4.00 3.67 3.53
H 2.24 0.72 5.29
O -3.82 5.75 4.51
H 3.85 -4.58 0.36
H 5.91 2.97 3.06
H -11.95 -1.24 -1.91
C 5.58 5.72 -6.03
H 2.15 3.08 0.65
C 2.82 3.08 -2.83
H -0.21 7.05 4.08
H -1.77 2.72 0.28
H 0.75 3.99 -0.15
C -2.38 1.91 0.67
H -4.77 -3.26 1.26
H 8.21 7.41 0.63
H -1.97 -1.82 0.87
H 5.16 8.29 -2.53
H 3.45 -4.90 2.05
H 9.61 -4.60 0.92
H -0.05 7.11 5.85
H -4.54 5.50 2.57
C -2.80 -9.76 -1.56
H 7.59 6.73 -1.72
O -4.22 0.37 1.84
C 4.13 -4.36 1.39
H -5.13 -7.76 -2.36
C -4.62 5.05 3.56
C 0.73 -2.29 -0.86
C -11.47 -2.11 -2.36
H 0.00 5.54 5.03
C 8.70 -4.13 0.55
O -6.24 -5.13 0.05
C 5.67 5.15 -3.59
O 4.15 2.49 -2.74
H 2.92 4.23 -2.81
O -4.42 -3.95 -0.67
H -6.80 0.80 2.43
C 1.87 1.73 5.51
O 7.61 8.05 -4.38
C -0.45 6.54 5.01
H 5.04 5.98 -1.58
C -5.59 -7.10 -1.62
C 2.67 -1.95 -2.11
H -1.77 -9.44 -1.37
C -5.26 -5.01 -0.65
O 1.57 -1.38 -1.40
H -4.05 -2.10 0.13
C 1.85 3.63 -0.33
H -5.61 -7.62 -0.66
H -5.83 0.80 3.94
O -10.58 -3.94 0.48
H 5.25 9.44 -3.80
N 5.26 3.98 -4.39
H -6.60 -6.86 -1.95
C 5.40 3.89 3.36
C -5.22 -13.73 -1.56
H 5.59 4.17 -1.52
C -4.08 -11.70 -1.59
H -10.24 -2.96 2.28
N 7.38 6.87 0.95
N 5.85 6.18 -4.63
H 2.17 2.04 6.51
C -1.23 -2.46 0.39
C -2.50 5.75 4.22
O 6.20 -3.35 0.06
C -9.82 -3.77 1.67
H 3.29 -2.55 -1.43
H -8.77 -3.57 1.43
H -1.76 1.30 1.35
H -5.04 -14.79 -1.37
O -0.26 -1.62 -0.23
O -10.05 -1.81 -0.12
H -4.33 3.99 3.52
H 4.23 2.12 -4.83
*
```

Density functional theory data (ωB97M-V/def2-TZVPD) for 17 unconnected molecules or ions with the total composition C34H68Cl34.

Values from the calculation:
HOMO: -0.38319 hartree
molar mass: 1682.32 g mol⁻¹
HOMO-LUMO gap: 0.3889 Eh
energy relative to the best compared isomer or geometry (same formula, charge and spin): 42.93 kcal/mol

```
! wB97M-V def2-TZVPD RIJCOSX def2/J DEFGRID3
* xyz 0 1
H 2.19 3.41 3.37
H -0.97 -1.04 7.60
H 5.92 3.47 -2.41
H -0.49 -8.56 2.77
Cl -5.36 0.67 1.52
H 5.38 -1.22 -1.21
H -1.90 7.76 -0.25
Cl -1.63 1.37 -6.29
Cl -0.28 -1.77 -7.34
C 4.17 1.59 5.36
H -0.47 7.58 1.95
H 2.71 -4.16 3.52
C 3.14 -3.77 2.59
H -3.26 5.28 -1.73
C 6.00 -1.72 -1.96
C -3.69 -0.10 -5.08
H 4.21 -3.98 2.64
Cl -5.02 2.40 -1.20
Cl -1.32 5.58 0.30
Cl -0.70 -3.02 -2.09
Cl 1.94 -4.17 -3.51
H -7.62 -1.41 -2.09
C 0.46 -4.12 -1.33
H -3.51 4.07 -2.96
H 4.26 1.18 7.44
C -7.10 -2.14 -2.71
H 1.16 0.17 0.79
H -2.60 -2.50 3.59
H 0.79 -1.41 0.16
H -1.86 8.78 1.76
Cl -4.34 -2.08 5.21
Cl -2.81 -0.31 -3.51
Cl 4.07 0.74 3.76
H -5.67 5.31 -2.79
C -3.34 1.21 -5.83
Cl 1.84 -7.94 3.33
H -1.56 -0.34 -0.57
H -4.77 -0.24 -4.98
Cl 3.14 -1.21 -6.72
H -5.23 -1.25 -2.24
Cl 5.72 -3.47 -1.77
Cl 0.90 -0.23 5.16
C -0.57 0.10 -0.72
H -3.27 3.25 0.20
C 1.71 4.36 3.62
H 0.69 -4.65 -7.70
H 1.87 0.77 -6.66
H 3.22 2.09 5.54
C 0.16 -7.69 2.77
H 2.57 -4.59 -1.28
C -3.49 5.15 -2.79
C 4.39 0.63 6.51
H 1.55 4.75 2.61
H 7.65 -0.44 -2.15
H -3.90 1.27 -6.76
C 0.35 -0.45 0.42
H 3.68 0.94 -6.24
Cl 0.35 3.81 5.92
Cl -0.82 1.89 -0.52
H -3.45 1.82 2.23
Cl 1.90 1.70 -3.72
C 2.41 0.18 -4.63
Cl 3.78 -1.60 1.13
C -4.79 5.79 -3.22
C 1.86 -3.96 -1.80
Cl 2.46 -4.72 1.27
C 5.57 3.50 -1.38
H -4.83 3.34 1.03
Cl 4.26 2.32 -1.33
H -1.72 -6.67 3.47
C -0.27 0.66 6.27
C -4.31 -3.18 2.75
H 2.26 -2.95 -1.70
Cl -3.81 -4.83 3.28
C 0.08 -3.18 -6.16
H 1.01 -2.99 -5.62
Cl 7.59 1.86 -0.49
H 3.31 -0.28 -4.23
Cl 5.95 0.03 6.30
H -0.68 -3.08 -5.39
H -0.50 4.03 3.76
Cl 8.71 -2.51 -2.55
H -7.53 -3.14 -2.71
H -1.81 -0.84 6.07
Cl -1.52 -4.89 -7.77
Cl -2.06 5.96 -3.66
H 3.66 -0.18 6.48
H -3.59 -1.19 2.97
C -5.66 -2.25 -2.34
H -4.87 5.83 -4.31
C -4.21 2.73 0.38
C 2.86 -2.29 2.51
H 5.18 4.52 -1.39
H -5.38 -3.17 2.55
H -0.71 -7.05 4.69
H 0.24 -5.42 -6.22
Cl -2.26 6.97 3.38
C -0.64 -6.69 3.66
H 0.24 1.36 6.93
H 0.13 -5.11 -1.62
Cl -0.70 -0.79 1.90
Cl -0.09 -4.97 3.58
H 3.35 -1.96 3.42
C -3.87 1.52 1.27
C -1.34 -0.30 6.89
H 0.26 -7.37 1.74
H -5.07 -2.91 -2.97
H 7.26 4.14 -0.04
H -0.91 1.33 5.70
H 5.75 -1.52 -3.00
H -3.44 2.07 -5.16
H 5.03 2.25 5.24
H -0.18 -0.18 -1.69
C -2.11 7.09 0.58
C 0.02 -4.56 -6.85
C 0.34 4.51 4.24
H -3.94 -3.01 1.74
C -3.62 -2.12 3.54
C 7.48 -1.42 -1.69
Cl -4.71 7.49 -2.69
C 6.57 3.31 -0.23
H -3.37 -0.95 -5.67
C -1.54 7.75 1.90
C 2.74 0.39 -6.12
H 1.82 -1.96 2.49
H -3.29 0.87 0.61
Cl -5.43 -2.83 -0.67
Cl 2.77 5.45 4.50
H 7.68 -1.51 -0.63
H -3.19 6.92 0.60
H 6.04 3.20 0.72
H 1.58 -0.52 -4.52
H 0.07 5.56 4.32
H 0.46 -4.10 -0.24
Cl -7.18 -1.45 -4.24
Cl -2.75 0.56 7.57
*
```

Density functional theory data (ωB97M-V/def2-TZVPD) for 4 unconnected molecules or ions with the total composition C34H68FN5O15PS3.

Values from the calculation:
HOMO: -0.41649 hartree
molar mass: 933.11 g mol⁻¹
HOMO-LUMO gap: 0.3531 Eh

```
! wB97M-V def2-TZVPD RIJCOSX def2/J DEFGRID3
* xyz 1 1
H -0.74 0.58 2.17
H -1.36 3.84 -0.32
C -4.25 -3.54 0.11
H -4.10 -2.20 -10.28
H 3.28 -5.49 -0.69
C 1.22 -0.15 4.16
C 1.66 -0.65 -2.14
H 2.98 3.93 10.05
N 0.03 -1.86 0.23
H 1.31 0.38 -2.19
C 1.30 -3.47 1.66
H -1.32 -1.45 1.85
C -0.33 -0.80 -3.39
H 4.23 0.37 3.66
C 0.59 3.90 7.58
O 4.87 5.43 -0.55
H 4.53 6.30 1.95
F -0.32 -4.03 3.33
H 2.34 -3.79 1.70
H -3.33 -2.43 0.32
N 1.87 -0.95 -0.72
O 2.29 -0.34 3.40
C 2.51 4.21 9.11
H 2.96 1.58 3.89
P 1.20 -5.70 -0.96
O 2.74 -3.03 -1.51
C -2.83 -1.22 -8.82
H 1.13 7.28 0.43
H -1.16 -2.77 -3.44
C -1.22 -2.07 0.95
H -3.23 -3.57 0.52
O -3.62 -3.58 -6.25
C 3.23 3.56 7.92
H -1.23 -3.09 1.32
C 2.80 7.07 -0.91
H 3.82 8.47 1.25
C 2.02 1.95 1.51
H -4.57 -1.76 -3.14
C -3.63 -2.30 -3.29
H 0.86 2.48 -0.27
H -1.39 2.23 -1.03
H -4.50 -4.58 -0.16
H 0.48 -3.65 -1.76
C 1.37 1.62 0.17
O -2.64 -1.29 -3.51
O 0.71 -1.50 -2.70
O -5.60 -3.25 -7.73
H -2.35 -2.97 -1.68
H -1.67 0.40 0.65
H 1.80 8.82 -0.10
C 0.41 -4.55 2.27
O 2.58 4.56 -0.14
C 2.05 7.80 0.20
N -1.15 2.30 1.10
C 0.44 -4.07 -0.75
C 0.99 -3.01 0.21
N 0.41 0.52 0.38
S 2.07 3.75 6.57
H 2.17 6.72 -1.73
C -5.23 -2.99 1.15
H 2.86 5.73 2.18
C 2.99 7.78 1.42
C 3.26 1.09 1.81
C 0.71 -0.71 0.02
C -0.86 0.92 1.14
C -1.70 2.82 -0.15
H -3.36 -0.98 -6.69
H -2.79 2.81 -0.12
O 2.02 2.54 5.78
H -1.32 -1.92 -4.97
H 3.62 7.67 -1.31
O 1.30 -6.09 -2.36
H 2.56 5.29 9.02
S 3.53 5.66 -0.09
H -4.73 -0.80 -7.82
H 1.28 1.74 2.29
C 1.06 3.73 9.03
H 0.12 -0.23 -4.22
C -3.79 -1.32 -7.64
O 0.34 -6.69 -0.03
C 2.26 -2.35 -0.39
H 1.21 -2.60 2.32
H 3.70 -2.93 -1.55
H 0.41 4.29 9.71
H -3.74 -2.92 -4.18
H -3.78 -4.46 -9.34
H -0.46 2.90 1.51
H 2.62 -0.72 -2.65
H 2.14 1.32 -0.54
H -0.27 -7.19 -0.59
H -4.74 -2.77 2.10
C -1.37 -1.79 -3.89
H 4.16 4.03 7.64
H 1.00 -5.39 2.66
H -0.61 -4.25 -0.53
H 3.21 0.16 1.24
C -3.15 -2.38 -9.77
H -0.12 3.14 7.26
H -0.83 -0.11 -2.70
H -2.38 -2.51 -10.53
O 2.55 -5.70 -0.10
H 1.00 2.68 9.32
O 0.31 -0.89 4.11
C -3.38 -3.13 -2.04
H 3.03 -2.29 0.38
H -2.28 -3.95 -8.52
S -4.19 -3.06 -7.47
H -6.03 -3.71 1.36
H -3.18 -1.18 -1.55
H -3.49 -4.20 -2.25
H -5.69 -2.08 0.77
H 4.17 1.63 1.55
H 0.19 4.89 7.39
H 3.37 2.49 8.08
C 3.27 0.72 3.29
H -2.92 -0.25 -9.32
O 2.33 5.00 5.90
C -2.42 -1.89 0.04
H -1.80 -1.30 -8.47
C 3.52 6.35 1.57
H -0.31 -4.97 1.57
H 2.25 3.01 1.58
H 2.48 8.10 2.33
C -3.25 -3.62 -8.89
H 1.25 0.78 4.75
N -2.32 -1.18 -0.99
O -4.30 -2.73 -1.04
*
```

Question: Among the records above, which one has the highest HOMO-LUMO gap?
Answer: C34H68Cl34

Question: Which of these has the lowest molar mass?
Answer: C34H68FN5O15PS3

Question: The highest HOMO belongs to which entry?
Answer: C34H68Cl34

Question: What is the molar mass in the first record?
Answer: 975.73 g mol⁻¹